{"formula": "C5H8BN", "method": "the ωB97M-V functional and the def2-TZVPD basis", "lumo_energy_ev": 0.807, "multiplicity": 1, "molar_mass_g_mol": 92.9, "largest_force_ev_per_a": 5.6, "de_lowest_kcal_mol": 58.3, "energy_ev": -7478.443, "gap_ha": 0.3312, "species": ["B", "C", "C", "C", "C", "C", "N", "H", "H", "H", "H", "H", "H", "H", "H"], "coordinates": [[0.58941, -0.81340, 1.10212], [1.15618, -2.07374, -0.49991], [0.75487, -1.63259, -1.70099], [0.20794, -0.24621, -1.83488], [-0.28936, 0.48955, -0.79174], [-0.73111, 1.37119, 1.37674], [-0.16768, 0.28856, 0.61698], [0.73920, -1.17870, 2.14749], [1.65324, -3.04389, -0.43481], [1.23286, -2.11211, -2.67268], [0.00537, 0.22200, -2.73884], [-0.78887, 1.36318, -1.14216], [-1.02741, 2.04158, 0.64908], [-1.63986, 1.08296, 1.71524], [-0.17737, 1.85730, 2.15540]], "lowdin_charge": [0.0133, -0.0083, -0.2103, -0.0947, -0.1057, -0.0512, -0.0914, 0.0114, 0.0344, 0.1226, 0.0643, 0.0965, 0.0553, 0.0622, 0.1016]}